48
Properties=species:S:1:pos:R:3 method="wB97M-V/def2-TZVPD" e_above_lowest_kcal_mol=0.00 e_homo_ha="-0.67153 / -0.66492" charge=+3 s2=6.0474 multiplicity=5 gap_ev="9.2 / 6.0" lumo_energy_ev="-9.1 / -12.1"
Pd -0.967 1.082 -1.571
C 1.318 3.238 -2.484
O 0.837 2.434 -1.383
C 0.667 3.172 -0.158
C -0.771 3.584 0.028
O -1.544 2.357 0.076
C -2.985 2.526 0.053
C -3.580 1.142 -0.016
O -3.094 0.450 -1.182
C -4.095 0.199 -2.194
H 2.308 3.617 -2.235
H 0.638 4.067 -2.685
H 1.386 2.587 -3.350
H 1.325 4.041 -0.159
H 0.977 2.508 0.651
H -1.130 4.194 -0.806
H -0.921 4.124 0.964
H -3.255 3.122 -0.823
H -3.289 3.049 0.961
H -4.668 1.206 -0.048
H -3.298 0.553 0.858
H -4.879 -0.429 -1.775
H -3.603 -0.329 -3.006
H -4.518 1.137 -2.555
S 1.003 -4.215 2.055
C 0.672 -2.709 1.136
C 0.759 -2.717 -0.248
C 0.343 -1.583 -0.928
N -0.148 -0.505 -0.306
C -0.217 -0.506 1.031
C 0.183 -1.589 1.796
C 2.631 -4.132 2.522
C 3.545 -3.104 2.204
C 4.823 -3.237 2.671
N 5.247 -4.289 3.418
C 4.401 -5.260 3.715
C 3.075 -5.247 3.293
H 1.120 -3.573 -0.802
H 0.398 -1.556 -2.010
H -0.613 0.389 1.492
H 0.084 -1.553 2.872
H 3.252 -2.253 1.608
H 5.578 -2.491 2.458
H 4.777 -6.085 4.309
H 2.402 -6.057 3.546
S -2.549 3.611 -5.520
C -2.006 2.804 -4.204
N -1.620 2.224 -3.271


48
Properties=species:S:1:pos:R:3 method="wB97M-V/def2-TZVPD" e_above_lowest_kcal_mol=25.41 e_homo_ha=-0.33566 gap_ev=7.9 lumo_energy_ev=-1.3
O 2.850 1.678 1.867
C 2.201 1.409 0.875
N 2.311 0.288 0.158
H 1.679 0.158 -0.623
C 3.238 -0.778 0.465
C 2.494 -2.090 0.732
C 1.843 -2.635 -0.537
C 2.886 -2.827 -1.633
C 3.576 -1.501 -1.934
C 4.246 -0.955 -0.676
H 4.718 0.006 -0.888
H 5.024 -1.648 -0.349
H 2.837 -0.787 -2.303
H 4.327 -1.639 -2.716
H 2.409 -3.211 -2.537
H 3.629 -3.560 -1.307
H 1.079 -1.937 -0.887
H 1.354 -3.587 -0.316
H 1.735 -1.916 1.497
H 3.208 -2.822 1.117
H 3.765 -0.462 1.373
C 1.142 2.362 0.286
N -0.172 1.707 0.336
S -0.780 1.309 -1.162
O -1.326 2.435 -1.867
O 0.236 0.544 -1.835
C -2.127 0.220 -0.720
C -3.381 0.391 -1.236
C -4.434 -0.489 -0.910
C -4.244 -1.550 -0.067
C -2.965 -1.751 0.478
N -2.564 -2.712 1.313
S -1.008 -2.497 1.635
N -0.749 -1.186 0.752
C -1.886 -0.851 0.148
H -5.041 -2.231 0.187
H -5.407 -0.313 -1.342
H -3.547 1.222 -1.904
C -1.072 2.516 1.142
C -0.507 3.932 1.065
H -0.810 4.389 0.122
C 0.997 3.670 1.069
H 1.365 3.503 2.084
H 1.570 4.477 0.618
H -0.833 4.559 1.892
H -1.048 2.137 2.169
H -2.086 2.431 0.748
H 1.399 2.546 -0.764


51
Properties=species:S:1:pos:R:3 method="wB97M-V/def2-TZVPD" e_above_lowest_kcal_mol=0.00 e_homo_ha="-0.67760 / -0.67760" charge=+3 gap_ev="6.8 / 6.8" lumo_energy_ev="-11.7 / -11.7"
Os 0.001 -1.050 0.096
C 2.499 -3.375 -1.330
C 1.724 -2.388 -2.111
N 0.793 -1.522 -1.639
C 0.313 -0.781 -2.718
C 0.952 -1.184 -3.835
N 1.821 -2.175 -3.418
C 0.935 -0.841 -5.305
O 0.096 0.087 -5.710
O 1.705 -1.433 -5.998
C -0.775 0.147 -2.415
O -1.362 0.836 -3.193
O -1.076 0.121 -1.089
H 2.100 -3.470 -0.322
H 3.547 -3.072 -1.268
H 2.463 -4.351 -1.814
H 2.431 -2.652 -4.083
H -0.465 0.465 -5.009
C 1.753 1.685 -0.023
N 1.604 1.837 1.422
C 1.957 3.143 2.029
C 2.443 2.925 3.446
C 1.401 2.162 4.232
N 0.964 0.956 3.487
C 0.366 -0.104 4.308
C 1.113 0.877 2.188
O 0.781 -0.299 1.612
H 2.505 2.391 -0.366
H 0.821 1.910 -0.544
H 2.129 0.688 -0.273
H 1.080 3.793 1.996
H 2.732 3.587 1.409
H 2.626 3.886 3.923
H 3.388 2.379 3.436
H 0.518 2.769 4.441
H 1.802 1.813 5.182
H 1.079 -0.396 5.077
H 0.120 -0.974 3.711
H -0.532 0.285 4.788
S -1.592 -2.421 0.531
C -3.259 -1.768 0.401
N -3.576 -0.622 -0.232
C -4.843 -0.203 -0.368
C -5.881 -0.953 0.152
C -5.584 -2.134 0.812
C -4.256 -2.549 0.939
H -2.821 -0.058 -0.634
H -4.985 0.729 -0.898
H -6.899 -0.608 0.035
H -6.376 -2.742 1.230
H -4.011 -3.474 1.446


54
Properties=species:S:1:pos:R:3 method="wB97M-V/def2-TZVPD" e_above_lowest_kcal_mol=54.82 e_homo_ha="-0.27096 / -0.31197" s2=2.0428 multiplicity=3 gap_ev="7.1 / 8.0" lumo_energy_ev="-0.3 / -0.5"
V 0.841 1.363 -0.264
N 1.508 3.393 -0.359
C 2.895 3.322 -0.862
C 3.546 2.204 -0.043
O 4.595 2.363 0.564
N 2.759 1.106 -0.019
C 2.924 0.238 1.126
C 1.509 0.215 1.750
O 1.058 -0.803 2.253
O 0.899 1.355 1.619
H 1.490 3.750 0.591
H 0.912 3.973 -0.938
H 2.874 3.048 -1.917
H 3.451 4.249 -0.731
H 3.259 -0.773 0.873
H 3.639 0.659 1.838
O 0.770 1.417 -1.885
N 0.757 1.881 -3.082
C 0.115 1.240 -4.034
C -0.503 -0.036 -3.900
N -0.955 -1.089 -3.802
C 0.068 1.836 -5.321
N -0.002 2.271 -6.383
O -1.174 2.109 0.069
S -1.715 1.487 1.348
C -3.435 1.037 0.930
C -4.239 2.324 0.986
C -3.805 3.017 2.275
C -2.279 2.966 2.298
H -3.753 0.312 1.682
H -3.404 0.563 -0.048
H -5.313 2.136 0.966
H -3.977 2.943 0.126
H -4.209 2.484 3.138
H -4.163 4.046 2.312
H -1.856 2.906 3.299
H -1.828 3.799 1.762
C 2.870 -4.081 0.676
C 1.444 -3.883 0.294
C 0.522 -4.882 0.170
C -0.810 -4.522 -0.128
N -1.181 -3.265 -0.265
C -0.268 -2.291 -0.181
S -0.709 -0.689 -0.389
N 1.037 -2.618 0.073
C -1.874 -5.556 -0.292
H 3.101 -5.137 0.782
H 3.063 -3.580 1.627
H 3.535 -3.647 -0.073
H 0.801 -5.914 0.318
H 1.683 -1.850 0.194
H -1.486 -6.563 -0.156
H -2.309 -5.461 -1.287
H -2.676 -5.372 0.422


49
Properties=species:S:1:pos:R:3 method="wB97M-V/def2-TZVPD" e_homo_ha="-0.55285 / -0.55285" charge=+2 gap_ev="5.2 / 5.2" lumo_energy_ev="-9.8 / -9.8"
Nb -3.537 -16.459 0.199
S -5.410 -16.979 1.545
C -4.415 -18.208 2.474
C -5.079 -18.679 3.669
N -5.683 -18.985 4.606
C -3.092 -18.542 2.283
S -2.189 -18.301 0.754
C -2.317 -19.210 3.330
N -1.704 -19.694 4.170
Br -6.605 -17.576 -4.287
C -5.150 -18.778 -4.352
C -5.235 -19.978 -5.072
C -4.176 -20.869 -4.980
C -3.057 -20.596 -4.204
C -3.007 -19.440 -3.463
C -4.014 -18.486 -3.565
I -3.515 -16.540 -2.646
H -6.153 -20.237 -5.589
H -4.209 -21.781 -5.543
H -2.334 -21.403 -4.028
H -2.199 -19.281 -2.759
C -0.064 -13.129 1.384
Si -0.647 -14.882 1.057
C -0.363 -16.022 2.535
C 0.258 -15.641 -0.491
C -2.606 -14.777 1.037
Si -3.635 -13.401 -0.009
C -4.032 -12.121 1.299
C -2.734 -12.713 -1.540
C -5.311 -14.211 -0.676
H 1.025 -13.001 1.374
H -0.429 -12.847 2.382
H -0.561 -12.424 0.680
H 0.076 -15.379 3.271
H 0.225 -16.895 2.334
H -1.358 -16.329 2.928
H -0.356 -16.280 -1.150
H 1.168 -16.165 -0.153
H 0.617 -14.766 -1.037
H -2.801 -14.672 2.139
H -3.188 -11.783 1.964
H -4.800 -12.585 1.974
H -4.525 -11.254 0.836
H -2.569 -11.642 -1.271
H -3.350 -12.830 -2.445
H -1.751 -13.210 -1.652
H -5.718 -14.843 0.124
H -5.279 -14.725 -1.666
H -6.092 -13.448 -0.763


56
Properties=species:S:1:pos:R:3 method="wB97M-V/def2-TZVPD" e_homo_ha=-0.16021 charge=-1 gap_ev=5.2 lumo_energy_ev=0.8
N -0.045 -3.585 1.831
C 0.364 -3.045 0.564
C 1.620 -2.315 0.626
P 2.274 -2.425 2.343
O 3.750 -1.721 2.125
Br 1.158 -0.662 3.218
C 2.170 -1.717 -0.492
C 3.476 -0.976 -0.600
C 3.526 0.408 0.055
O 4.869 0.748 0.375
C 1.397 -1.852 -1.694
N 1.734 -1.349 -2.890
S 0.580 -1.747 -3.910
N -0.399 -2.581 -2.951
C 0.163 -2.569 -1.734
C -0.367 -3.198 -0.575
C -1.636 -3.991 -0.681
C -2.974 -3.197 -0.869
C -2.957 -1.694 -0.602
C -3.065 -1.304 0.869
C -3.407 0.168 1.084
C -2.210 1.103 0.872
C -2.168 1.695 -0.539
S -0.493 2.010 -1.167
C -0.256 3.560 -0.406
N -0.199 3.770 0.866
N -0.090 5.146 1.026
C -0.079 5.639 -0.167
O -0.187 4.697 -1.125
H -1.027 -3.415 2.002
H 0.115 -4.584 1.887
H 4.016 -1.317 2.961
H 3.679 -0.841 -1.659
H 4.283 -1.591 -0.213
H 2.903 0.456 0.946
H 3.212 1.169 -0.653
H 5.129 0.191 1.114
H -1.721 -4.664 0.172
H -1.522 -4.643 -1.547
H -3.709 -3.637 -0.193
H -3.345 -3.380 -1.875
H -2.089 -1.226 -1.059
H -3.833 -1.270 -1.102
H -2.129 -1.515 1.387
H -3.855 -1.913 1.316
H -4.226 0.455 0.419
H -3.790 0.294 2.097
H -1.292 0.538 1.025
H -2.200 1.911 1.599
H -2.640 1.031 -1.260
H -2.693 2.646 -0.566
H 0.037 6.685 -0.410
N 2.547 7.402 -0.458
O 1.759 8.283 -0.033
O 2.565 7.134 -1.681
O 3.278 6.782 0.332


51
Properties=species:S:1:pos:R:3 method="wB97M-V/def2-TZVPD" e_homo_ha=-0.63016 charge=+3 gap_ev=3.3 lumo_energy_ev=-13.8
Ce 0.161 1.299 -0.459
P 2.258 0.345 1.189
C 2.351 -1.263 0.436
C 1.211 -1.954 -0.072
N 0.077 -1.263 -0.490
C -0.994 -1.951 -0.948
C -1.004 -3.343 -1.027
C 0.142 -4.050 -0.672
C 1.247 -3.362 -0.212
C -2.258 -1.208 -1.375
P -2.055 0.517 -2.023
H 2.167 -3.870 0.080
H -1.906 -3.840 -1.379
H 0.156 -5.135 -0.744
H -2.757 -1.782 -2.172
H -2.962 -1.148 -0.525
H 3.435 -1.307 -1.469
H 3.211 -1.898 0.688
H 2.261 0.162 -2.494
O 3.536 -0.701 -2.243
H 3.986 -1.230 -2.926
H 1.074 2.737 -0.900
O 1.454 0.797 -2.507
H 1.455 1.291 -3.343
C -1.700 0.190 -3.795
H -2.567 -0.281 -4.284
H -1.488 1.150 -4.288
H -0.819 -0.460 -3.899
C -3.763 1.113 -2.083
H -3.746 2.156 -2.421
H -4.382 0.516 -2.766
H -4.184 1.082 -1.070
C 2.310 0.059 2.985
H 3.277 -0.379 3.275
H 2.164 1.009 3.517
H 1.498 -0.622 3.271
C 3.896 1.088 0.834
H 3.925 2.111 1.235
H 4.694 0.491 1.300
H 4.056 1.134 -0.253
F -0.717 3.576 0.915
C -1.159 2.720 1.923
C -1.050 1.347 1.741
C -1.568 0.505 2.719
F -1.477 -0.842 2.583
C -2.169 1.035 3.862
F -2.680 0.217 4.809
C -2.243 2.419 4.040
F -2.823 2.924 5.148
C -1.731 3.281 3.068
F -1.801 4.619 3.222


52
Properties=species:S:1:pos:R:3 method="wB97M-V/def2-TZVPD" e_homo_ha="-0.45065 / -0.45179" charge=+2 s2=0.7527 multiplicity=2 gap_ev="5.4 / 5.4" lumo_energy_ev="-6.9 / -6.9"
Ce 0.144 0.914 -0.013
P 2.454 -0.956 0.238
C 2.329 -1.208 -1.492
C 1.101 -1.448 -2.189
N -0.110 -0.832 -1.804
C -1.278 -1.259 -2.382
C -1.289 -2.229 -3.384
C -0.064 -2.746 -3.866
C 1.128 -2.292 -3.312
C -2.614 -0.693 -1.873
P -2.512 0.941 -1.004
H 2.106 -2.657 -3.604
H -2.247 -2.550 -3.788
H -0.043 -3.481 -4.626
H -3.298 -0.579 -2.730
H -3.073 -1.410 -1.165
H 2.553 0.909 -2.145
H 3.255 -1.048 -2.159
H 0.820 4.065 -1.531
O 2.065 1.652 -1.812
H 1.910 2.012 -2.689
H 0.030 2.368 1.419
O -0.167 3.874 -1.573
H -0.436 4.315 -0.701
C -2.767 2.066 -2.413
H -3.785 1.937 -2.802
H -2.626 3.098 -2.075
H -2.037 1.863 -3.207
C -4.116 0.989 -0.163
H -4.088 1.819 0.552
H -4.927 1.154 -0.883
H -4.282 0.052 0.383
C 2.373 -2.754 0.599
H 3.375 -3.153 0.361
H 2.093 -2.852 1.653
H 1.618 -3.186 -0.083
C 4.239 -0.553 0.474
H 4.373 -0.280 1.530
H 4.831 -1.447 0.241
H 4.550 0.293 -0.158
F -0.211 -1.441 6.503
C -0.175 -0.545 5.501
C 0.154 0.778 5.850
F 0.434 1.190 7.102
C 0.196 1.695 4.840
F 0.490 3.007 5.083
C -0.086 1.339 3.518
S -0.126 2.879 2.684
C -0.406 0.008 3.174
F -0.677 -0.420 1.828
C -0.450 -0.948 4.180
F -0.729 -2.250 3.914


| no. | largest force on an atom (Eh/bohr) |
| --- | --- |
| 1 | 0.00326 |
| 2 | 0.02691 |
| 3 | 0.00239 |
| 4 | 0.16813 |
| 5 | 0.04440 |
| 6 | 0.01470 |
| 7 | 0.06295 |
| 8 | 0.09097 |